(1)
DFT (ωB97M-V/def2-TZVPD) results for C10H30ClO5PbS5 as an isolated structure.

The geometry in XYZ format:
```
52
Properties=species:S:1:pos:R:3:mulliken_charge:R:1
Pb 0.44921 0.74093 0.32917 1.244
Cl 2.63441 1.93444 -1.08968 -0.650
C -3.34717 -0.10510 0.26770 -0.895
S -2.44075 -1.56718 0.87418 0.416
O -0.99282 -1.19848 1.00186 -0.362
C -3.28855 -1.71865 2.47020 -1.142
H -4.41232 -0.31811 0.23813 0.559
H -2.93552 -0.08118 -0.74303 0.098
H -3.10847 0.80019 0.82096 0.284
H -4.35688 -1.58762 2.28892 0.425
H -3.04777 -0.84715 3.09051 0.324
H -3.13976 -2.59659 3.09250 0.358
C 1.88895 -0.76846 -3.05027 -1.046
S 0.15006 -1.14069 -2.83793 0.471
O -0.40767 -0.23409 -1.75908 -0.530
C -0.34763 -0.34477 -4.36960 -0.937
H 2.25382 -1.30482 -3.92966 0.469
H 2.57471 -0.93862 -2.22214 0.225
H 2.04049 0.29814 -3.23749 0.355
H -0.39548 -0.97406 -5.25617 0.389
H 0.25637 0.54720 -4.53295 0.323
H -1.36064 0.05017 -4.25485 0.247
C 0.54632 -3.86382 -0.28444 -0.678
S 1.98555 -2.88692 0.11621 0.360
O 1.52067 -1.46724 -0.05998 -0.172
C 2.06359 -3.16632 1.92146 -0.723
H 0.64996 -4.92242 -0.53107 0.461
H 0.09252 -3.43956 -1.18531 0.116
H -0.29782 -3.82501 0.40888 0.163
H 2.88083 -2.53551 2.26277 0.061
H 2.34687 -4.19995 2.10552 0.490
H 1.16557 -2.76021 2.38079 0.222
C -2.86410 4.24262 -0.35828 -0.977
S -1.72232 3.52426 -1.58075 0.320
O -1.12883 2.36222 -0.80150 -0.345
C -3.02755 2.87762 -2.67983 -0.758
H -3.65940 3.56011 -0.05685 0.271
H -3.36352 5.08812 -0.83772 0.407
H -2.31634 4.55967 0.52397 0.328
H -2.59837 2.29519 -3.49709 0.209
H -3.64823 3.62096 -3.17829 0.425
H -3.62971 2.18627 -2.08903 0.189
C 3.98085 -0.01812 3.86276 -1.111
S 3.41429 0.39836 2.20355 0.617
O 1.92206 0.14696 2.21163 -0.583
C 3.70179 2.18900 2.30679 -0.929
H 3.76802 -1.04477 4.15775 0.318
H 3.38100 0.54642 4.58629 0.326
H 5.02268 0.22938 4.05336 0.401
H 4.55707 2.50480 2.89763 0.408
H 2.76532 2.61636 2.66993 0.252
H 3.82461 2.53600 1.27955 0.306
```

Values from the calculation:
gap between HOMO and LUMO: 8.966 eV
E_HOMO: -10.870 eV
charge: +1
ΔE to the lowest compared entry with this formula, charge and spin: 81.9 kJ/mol
electronic energy: -3418.90638 Ha



(2)
DFT (ωB97M-V/def2-TZVPD) results for C10H30ClO9S5 as an isolated structure.

The geometry in XYZ format:
```
55
Properties=species:S:1:pos:R:3:mulliken_charge:R:1
Cl -0.42984 0.44092 -0.03634 1.596
O 0.67514 1.16298 -0.55663 -0.547
O -0.04430 -0.23150 1.19662 -0.657
O -1.53143 1.30336 0.30580 -0.827
O -0.89363 -0.53094 -0.97561 -0.548
C 0.58663 2.73403 1.41139 -0.256
S 1.86687 3.79732 0.54223 0.383
O 2.87242 4.15146 1.65609 -0.682
C 2.68871 2.80466 -0.75307 -0.283
H -0.36996 2.66994 0.89280 0.303
H 0.37395 3.21223 2.36752 0.469
H 1.06720 1.76010 1.50428 -0.232
H 3.19056 3.51902 -1.40572 0.359
H 1.98434 2.10993 -1.21058 -0.214
H 3.50008 2.16502 -0.40573 0.397
C -1.31473 -1.71002 -3.78639 -0.683
S 0.43083 -1.64065 -4.06770 0.339
O 0.66336 -0.63859 -5.21172 -0.646
C 0.94920 -0.57128 -2.65723 -0.654
H -1.85529 -0.88116 -4.24344 0.318
H -1.58588 -1.73380 -2.73093 0.074
H -1.81722 -2.56112 -4.24600 0.441
H 1.20030 -1.16178 -1.77612 0.554
H 0.32655 0.25206 -2.30719 -1.568
H 1.90813 -0.12654 -2.92325 0.379
C 1.50814 -2.04025 4.88402 -0.982
S -0.17665 -1.28868 4.74387 0.701
O -0.08358 0.13663 5.27040 -0.783
C 0.08663 -1.09898 2.85935 -1.303
H 1.72182 -2.74473 4.08019 0.265
H 1.59878 -2.43032 5.89780 0.338
H 2.20224 -1.20538 4.78748 0.307
H 0.24554 -2.10923 2.48219 0.408
H 0.99642 -0.51163 2.73520 0.385
H -0.75137 -0.55397 2.42481 0.589
C -2.59500 -4.35026 2.40368 -0.966
S -2.44130 -2.58925 2.86099 0.337
O -1.50532 -2.46827 4.08779 -0.388
C -1.37974 -2.13207 1.40521 -0.662
H -1.63395 -4.64804 1.98439 0.281
H -3.32837 -4.49995 1.61131 0.354
H -2.92331 -4.96235 3.24371 0.359
H -1.94274 -2.38765 0.50755 0.452
H -0.44872 -2.69786 1.37060 0.614
H -1.24089 -1.05752 1.28628 -0.378
C 0.17290 3.86325 -3.52610 -1.204
S 0.49136 2.46906 -2.39177 1.002
O 1.58967 1.58053 -2.96128 -0.656
C -1.00257 1.41170 -2.76038 -0.351
H 0.93855 4.63386 -3.43638 0.343
H -0.78833 4.31437 -3.27988 0.360
H 0.24393 3.50689 -4.55375 0.349
H -1.05638 0.50904 -2.15175 0.380
H -0.99883 1.10158 -3.80532 0.551
H -1.94092 1.95382 -2.64330 0.480
```

Values from the calculation:
gap between HOMO and LUMO: 6.359 eV
E_HOMO: -4.153 eV
charge: -1
ΔE to the lowest compared entry with this formula, charge and spin: 1288.9 kJ/mol
electronic energy: -3526.46272 Ha